(1)
{
  "formula": "C16H22N4O2S",
  "method": "the ωB97M-V functional and the def2-TZVPD basis",
  "symbols": ["C", "C", "C", "C", "C", "N", "C", "O", "N", "C", "C", "C", "C", "N", "C", "O", "C", "C", "C", "C", "C", "N", "S", "H", "H", "H", "H", "H", "H", "H", "H", "H", "H", "H", "H", "H", "H", "H", "H", "H", "H", "H", "H", "H", "H"],
  "xyz": [[-0.376349, 0.551739, -2.742540], [-1.081552, 0.937081, -1.451767], [-2.200440, -0.034239, -1.009714], [-3.436905, 0.073027, -1.914467], [-1.704412, -1.417214, -1.032016], [-1.324022, -2.500722, -1.014379], [-2.606773, 0.386705, 0.416584], [-3.028962, 1.513582, 0.590573], [-2.428240, -0.508377, 1.412017], [-2.765268, -0.183383, 2.792574], [-1.667305, -0.515882, 3.777640], [-0.463274, 0.041939, 3.814590], [0.030567, 1.099377, 2.870166], [1.355334, 0.834343, 2.240005], [1.697844, -0.555640, 2.089935], [1.963474, -1.278862, 3.010469], [1.560292, -1.047453, 0.671384], [2.381998, -0.303876, -0.335738], [3.031464, -0.848509, -1.404026], [3.672686, 0.153623, -2.185935], [4.478569, -0.110817, -3.420850], [3.523863, 1.379768, -1.745863], [2.596575, 1.392412, -0.390492], [0.375996, 1.302056, -2.985966], [0.134087, -0.408288, -2.647892], [-1.068490, 0.487373, -3.583529], [-0.349070, 1.020046, -0.645768], [-1.550851, 1.917208, -1.536969], [-4.221922, -0.607380, -1.585518], [-3.809200, 1.094047, -1.862799], [-3.178257, -0.170334, -2.943535], [-2.088026, -1.433118, 1.199883], [-2.998895, 0.879832, 2.800022], [-3.677587, -0.711039, 3.074250], [-1.909683, -1.256116, 4.531531], [0.234226, -0.276203, 4.580669], [-0.699779, 1.285176, 2.083281], [0.140363, 2.040494, 3.411488], [2.065860, 1.231037, 2.848881], [1.781953, -2.112240, 0.634010], [0.498374, -0.924727, 0.426157], [3.053192, -1.906202, -1.625279], [4.497039, -1.173198, -3.657932], [4.058209, 0.428997, -4.269186], [5.503279, 0.233942, -3.283927]],
  "atomic_forces_ev_per_a": [[0.0, 0.0, 0.0], [0.0, 0.0, 0.0], [0.0, 0.0, 0.0], [0.0, 0.0, 0.0], [0.0, 0.1, 0.0], [0.1, -0.1, 0.0], [0.1, -0.1, 0.0], [-0.1, 0.1, 0.0], [0.0, 0.0, 0.0], [0.0, 0.0, 0.0], [0.0, 0.0, 0.0], [0.0, 0.0, 0.0], [-0.2, 0.0, -0.3], [0.4, 0.1, 0.4], [-0.7, -0.2, -0.1], [0.4, 0.1, 0.0], [0.0, 0.0, 0.0], [-0.1, 0.0, 0.0], [0.1, 0.0, 0.0], [0.0, -0.1, 0.0], [0.0, 0.0, 0.0], [-0.1, 0.0, -0.1], [0.1, 0.0, 0.1], [0.0, 0.0, 0.0], [0.0, 0.0, 0.0], [0.0, 0.0, 0.0], [0.0, 0.0, 0.0], [0.0, 0.0, 0.0], [0.0, 0.0, 0.0], [0.0, 0.0, 0.0], [0.0, 0.0, 0.0], [0.0, 0.0, 0.0], [0.0, 0.0, 0.0], [0.0, 0.0, 0.0], [0.0, 0.0, 0.0], [0.0, 0.0, 0.0], [0.0, 0.0, 0.0], [0.0, 0.0, 0.0], [0.0, 0.0, 0.0], [0.0, 0.0, 0.0], [0.0, 0.0, 0.0], [0.0, 0.0, 0.0], [0.0, 0.0, 0.0], [0.0, 0.0, 0.0], [0.0, 0.0, 0.0]],
  "nbo_charge": [-0.6229, -0.3740, -0.2657, -0.5830, 0.3099, -0.3390, 0.7074, -0.6301, -0.6140, -0.2792, -0.2021, -0.1829, -0.2628, -0.7120, 0.7338, -0.5247, -0.5406, -0.2019, -0.3113, 0.1988, -0.6429, -0.6227, 0.6629, 0.2309, 0.2155, 0.2065, 0.2140, 0.2343, 0.2217, 0.2395, 0.2206, 0.4176, 0.2466, 0.2056, 0.2103, 0.2225, 0.2055, 0.2208, 0.3865, 0.2500, 0.2443, 0.2283, 0.2152, 0.2308, 0.2323],
  "homo_energy_ha": -0.3398,
  "multiplicity": 1,
  "homo_lumo_gap_ev": 9.91
}

***

(2)
{
  "formula": "C16H22N4O2S",
  "method": "the ωB97M-V functional and the def2-TZVPD basis",
  "symbols": ["C", "O", "C", "C", "N", "C", "C", "C", "C", "C", "C", "C", "C", "N", "N", "C", "S", "C", "C", "O", "N", "C", "C", "H", "H", "H", "H", "H", "H", "H", "H", "H", "H", "H", "H", "H", "H", "H", "H", "H", "H", "H", "H", "H", "H"],
  "xyz": [[-1.768499, 0.216129, -4.696649], [-0.944830, -0.882132, -4.377393], [-0.007522, -0.637834, -3.366430], [-0.634059, -0.596492, -1.956875], [0.388104, -0.504229, -0.954008], [1.048963, -1.493183, -0.263100], [0.723597, -2.940419, -0.322463], [-0.137970, -3.349423, 0.850693], [0.211165, -4.444139, 1.628781], [-0.579663, -4.830788, 2.696573], [-1.728561, -4.122953, 3.003268], [-2.080805, -3.025548, 2.236941], [-1.290894, -2.642254, 1.167893], [1.972190, -0.966143, 0.485738], [1.961255, 0.366076, 0.311476], [1.020562, 0.638468, -0.552278], [0.568785, 2.215734, -1.128672], [1.902853, 3.210046, -0.377860], [1.365768, 4.338803, 0.489120], [1.508080, 5.493258, 0.129276], [0.755972, 4.007864, 1.644666], [0.180141, 5.061348, 2.450658], [0.528743, 2.670589, 2.134855], [-2.304662, -0.061742, -5.601709], [-1.171471, 1.114829, -4.886285], [-2.492245, 0.430971, -3.903486], [0.705354, -1.466621, -3.418556], [0.529933, 0.304816, -3.547254], [-1.225625, -1.501728, -1.798880], [-1.283532, 0.278459, -1.861083], [1.659802, -3.498982, -0.292670], [0.210592, -3.169073, -1.260297], [1.109394, -4.997882, 1.397997], [-0.295609, -5.685791, 3.292003], [-2.345702, -4.422544, 3.837046], [-2.973803, -2.464894, 2.471679], [-1.576386, -1.779834, 0.582265], [2.452234, 3.666302, -1.201739], [2.538138, 2.511531, 0.163946], [-0.895514, 4.907330, 2.560258], [0.641957, 5.074711, 3.439951], [0.363208, 6.011381, 1.953170], [-0.461742, 2.309761, 1.837231], [1.279773, 1.969210, 1.777874], [0.572532, 2.687010, 3.224327]],
  "atomic_forces_ev_per_a": [[0.0, 0.0, 0.0], [0.0, -0.2, 0.0], [0.1, 0.0, 0.2], [-0.2, -0.1, -0.7], [0.6, 0.3, 0.5], [0.1, 0.1, -0.2], [-0.1, 0.0, 0.1], [0.0, -0.2, 0.0], [0.0, 0.0, -0.1], [0.0, -0.1, 0.1], [0.0, -0.1, 0.1], [-0.1, 0.1, 0.0], [0.0, 0.0, 0.0], [0.1, -1.2, 0.2], [-0.1, 0.9, -0.3], [0.1, -0.1, 0.1], [-0.1, 0.3, -0.1], [-0.1, -0.1, -0.3], [0.1, -0.2, -0.1], [0.1, 0.2, -0.3], [-0.1, 0.1, 0.4], [0.0, 0.3, -0.1], [0.0, -0.3, -0.1], [0.0, 0.1, 0.0], [0.0, 0.0, 0.0], [0.0, 0.0, 0.0], [0.0, 0.1, 0.1], [0.0, -0.1, 0.0], [0.0, 0.1, 0.0], [-0.1, -0.2, 0.0], [-0.1, 0.0, -0.1], [0.1, -0.1, 0.0], [0.1, 0.0, 0.0], [0.0, -0.1, 0.1], [0.0, 0.0, 0.1], [-0.1, 0.0, 0.0], [0.0, 0.1, -0.1], [0.0, 0.0, 0.2], [0.0, 0.1, 0.0], [0.0, 0.0, 0.0], [0.0, 0.0, 0.0], [-0.1, -0.1, 0.1], [0.0, -0.1, 0.0], [-0.1, 0.0, 0.0], [0.0, 0.0, 0.0]],
  "nbo_charge": [-0.2531, -0.5280, -0.0665, -0.2495, -0.3813, 0.3357, -0.4885, 0.0893, -0.2424, -0.1862, -0.2205, -0.1982, -0.2480, -0.2758, -0.3462, 0.1754, 0.2533, -0.6146, 0.6621, -0.6288, -0.4234, -0.4165, -0.4260, 0.2003, 0.1714, 0.1629, 0.1922, 0.1764, 0.2226, 0.2183, 0.2495, 0.2242, 0.2112, 0.2132, 0.2145, 0.2130, 0.2021, 0.2561, 0.2827, 0.1906, 0.1936, 0.2481, 0.1907, 0.2400, 0.2040],
  "homo_energy_ha": -0.3157,
  "smiles": "COCCn1c(Cc2ccccc2)nnc1SCC(=O)N(C)C",
  "multiplicity": 1,
  "homo_lumo_gap_ev": 9.10
}

***

(3)
{
  "formula": "C16H22N4PdS2",
  "method": "the ωB97M-V functional and the def2-TZVPD basis",
  "symbols": ["Pd", "C", "N", "C", "C", "N", "C", "C", "C", "C", "C", "C", "C", "S", "C", "C", "C", "C", "C", "C", "S", "H", "H", "H", "H", "H", "H", "H", "H", "H", "H", "H", "H", "H", "H", "H", "H", "H", "H", "N", "N", "H", "H", "H", "H"],
  "xyz": [[0.406647, 0.721040, -0.623140], [-2.577090, 0.887515, -0.435584], [-1.488985, -0.122653, -0.370451], [-1.408031, -0.654135, 1.017783], [0.002707, -1.039854, 1.423775], [0.888439, 0.164370, 1.412575], [0.636201, 1.077679, 2.539660], [2.306830, -0.208349, 1.412520], [2.800584, -1.061857, 2.388964], [4.146522, -1.391746, 2.407898], [4.993422, -0.846349, 1.450902], [4.500959, 0.013233, 0.485206], [3.147412, 0.354868, 0.449803], [2.530558, 1.497920, -0.736504], [-1.734034, -1.104124, -1.436086], [-2.771377, -2.023976, -1.320258], [-3.063906, -2.878935, -2.366118], [-2.324564, -2.783235, -3.544351], [-1.319278, -1.847136, -3.666443], [-0.999850, -0.979260, -2.611377], [0.270200, 0.218899, -2.811445], [-3.530643, 0.433084, -0.151425], [-2.645173, 1.263981, -1.453453], [-2.336411, 1.719371, 0.221236], [-2.099871, -1.482783, 1.180160], [-1.743235, 0.161008, 1.658329], [0.433385, -1.758247, 0.725807], [-0.030920, -1.506906, 2.415346], [0.831633, 0.581012, 3.495256], [-0.391729, 1.433989, 2.519453], [1.297307, 1.935175, 2.431984], [2.135201, -1.482570, 3.133658], [4.529767, -2.071942, 3.156648], [6.045878, -1.099852, 1.451241], [5.158833, 0.428518, -0.267361], [-3.355178, -2.070983, -0.408767], [-3.860401, -3.604250, -2.270536], [-2.540947, -3.443799, -4.374290], [-0.753466, -1.770266, -4.586450], [-1.744895, 4.251255, -0.557258], [-0.559443, 3.457902, -0.682577], [-1.628788, 5.168517, -0.976577], [-1.916549, 4.387608, 0.430105], [0.286091, 4.001515, -0.538567], [-0.523811, 3.074747, -1.619291]],
  "atomic_forces_ev_per_a": [[0.5, -0.1, 0.1], [0.1, 0.0, -0.1], [-0.2, -0.1, 0.1], [-0.1, 0.0, 0.0], [0.0, 0.2, 0.1], [-0.1, -0.3, 0.1], [-0.1, 0.0, -0.1], [0.0, 0.0, 0.0], [0.0, 0.0, -0.1], [0.0, 0.0, 0.0], [0.0, 0.0, 0.0], [0.0, 0.0, 0.0], [-0.1, 0.0, 0.2], [0.2, 0.0, -0.1], [0.0, -0.1, 0.2], [0.1, 0.0, 0.0], [0.0, 0.0, -0.1], [-0.1, -0.1, 0.1], [0.1, 0.1, 0.0], [-0.1, -0.1, -0.2], [-0.2, 0.2, -0.3], [0.0, 0.0, 0.0], [0.0, 0.0, 0.0], [0.0, 0.0, 0.0], [0.1, -0.1, -0.1], [-0.1, -0.1, 0.1], [0.0, 0.0, 0.0], [0.0, 0.0, 0.0], [0.0, 0.0, 0.0], [0.0, 0.0, 0.0], [0.0, 0.0, 0.0], [0.0, 0.0, 0.0], [0.0, 0.0, 0.0], [0.0, 0.0, 0.0], [0.0, 0.0, 0.0], [0.0, 0.0, 0.0], [0.0, 0.0, 0.0], [0.0, 0.0, 0.0], [0.0, 0.0, 0.0], [0.1, 0.0, -0.1], [0.0, 0.1, 0.1], [0.0, 0.0, 0.0], [0.0, 0.0, 0.0], [0.0, 0.0, 0.0], [-0.1, 0.0, 0.0]],
  "nbo_charge": [0.5698, -0.4091, -0.4755, -0.2209, -0.2451, -0.4895, -0.4093, 0.1816, -0.2652, -0.2218, -0.1977, -0.2204, -0.1932, -0.1474, 0.1617, -0.2627, -0.2260, -0.1972, -0.2217, -0.1979, -0.1412, 0.1856, 0.2306, 0.2180, 0.2104, 0.2050, 0.2366, 0.1958, 0.1855, 0.1997, 0.2309, 0.2082, 0.2126, 0.2147, 0.2242, 0.2070, 0.2129, 0.2147, 0.2228, -0.6718, -0.6981, 0.3323, 0.3394, 0.3453, 0.3661],
  "homo_energy_ha": -0.2587,
  "multiplicity": 1,
  "homo_lumo_gap_ev": 7.53
}

***

(4)
{
  "formula": "C16H22NS2",
  "method": "the ωB97M-V functional and the def2-TZVPD basis",
  "symbols": ["C", "C", "C", "C", "N", "C", "C", "C", "C", "C", "C", "C", "C", "H", "H", "H", "H", "H", "H", "H", "H", "H", "H", "H", "H", "H", "H", "H", "C", "C", "S", "C", "S", "C", "H", "H", "H", "H", "H", "H", "H"],
  "xyz": [[3.930017, -1.122339, 0.890546], [3.530000, 0.111709, 0.410185], [2.272587, 0.652247, 0.775668], [1.369975, -0.008972, 1.639495], [0.136658, 0.640398, 1.881748], [-0.987165, 0.011806, 1.508615], [-2.287539, 0.700530, 1.650934], [-3.343417, 0.300026, 0.609249], [-3.657208, -1.190181, 0.606837], [-2.330472, -1.964357, 0.295638], [-1.054711, -1.445776, 1.035365], [1.813919, -1.263902, 2.137039], [3.029305, -1.822962, 1.674378], [4.874021, -1.567761, 0.585076], [4.201097, 0.717664, -0.238302], [1.957919, 1.641998, 0.381031], [-2.675092, 0.436247, 2.653708], [-2.258833, 1.791267, 1.586829], [-4.307611, 0.773281, 0.778611], [-3.046397, 0.554153, -0.410706], [-3.982672, -1.587490, 1.594845], [-4.392422, -1.525152, -0.163305], [-2.419601, -3.064603, 0.472635], [-2.119866, -1.851528, -0.788970], [-0.165097, -1.754077, 0.442832], [-0.990221, -2.029639, 1.963960], [1.144096, -1.766426, 2.843741], [3.253103, -2.852700, 1.987946], [0.843199, 4.825763, 4.321710], [-0.358416, 3.867694, 4.543829], [-0.178237, 2.152626, 3.909570], [0.152545, 2.302044, 2.178739], [1.668757, 3.193938, 2.198862], [1.267444, 4.852286, 2.844061], [0.590476, 5.853938, 4.664993], [1.703289, 4.470522, 4.929397], [-0.589520, 3.806165, 5.626690], [-1.234101, 4.301014, 4.049322], [-0.596603, 2.719299, 1.399692], [0.435723, 5.219331, 2.241331], [2.156379, 5.503908, 2.690834]],
  "atomic_forces_ev_per_a": [[-0.6, -0.1, -0.4], [-0.4, 1.3, 0.0], [-0.1, 0.2, -0.4], [3.5, -0.6, -0.8], [-1.2, 0.5, -1.5], [0.8, 0.8, 0.3], [-1.4, 0.4, -0.3], [-0.9, -1.2, -0.4], [1.3, -1.9, 0.2], [-0.1, 0.5, -0.8], [0.3, -0.3, 0.3], [-0.7, 0.7, -0.4], [-0.9, -0.5, 1.2], [-0.2, 0.1, 0.1], [-0.7, -0.6, 0.5], [0.5, -0.9, 0.0], [0.2, 0.1, -0.2], [0.5, -0.2, 0.5], [0.3, 0.7, 0.3], [0.2, 0.3, 0.1], [-0.2, 0.7, -0.5], [0.4, 0.6, 0.7], [0.1, 0.9, 0.0], [-0.2, -0.1, 0.5], [-0.4, 0.5, 0.5], [0.1, 0.1, 0.0], [0.6, -0.2, -0.3], [0.0, 0.6, 0.0], [0.5, -0.7, 0.2], [0.2, 1.0, -0.2], [-1.8, -0.1, 1.9], [-2.1, -1.2, -0.5], [3.0, 0.4, -1.7], [-1.1, 0.1, 0.7], [0.0, -0.7, -0.2], [-0.5, 0.3, -0.3], [0.1, -0.4, -0.7], [0.0, -0.1, 0.1], [1.0, -0.7, 1.6], [0.1, 0.3, -0.1], [-0.5, -0.8, -0.2]],
  "nbo_charge": [-0.1880, -0.1873, -0.2102, 0.0710, -0.3251, 0.5355, -0.5091, -0.4062, -0.4016, -0.3922, -0.5012, -0.2060, -0.1845, 0.2400, 0.2385, 0.2312, 0.2801, 0.2472, 0.2398, 0.2123, 0.2059, 0.2392, 0.2357, 0.2092, 0.2724, 0.2620, 0.2250, 0.2341, -0.4315, -0.5309, 0.2487, -0.3518, 0.2409, -0.5106, 0.2382, 0.2237, 0.2626, 0.2165, 0.2392, 0.2170, 0.2701],
  "homo_energy_ha": -0.4157,
  "multiplicity": 1,
  "homo_lumo_gap_ev": 7.44,
  "total_charge": 1
}

***

For the records above, the corresponding E values read -1390.5773, -1390.5643, -1766.1641, -1473.6995 Eh.
For the records above, the corresponding ΔE to the lowest compared entry with this formula, charge and spin values read 169.62, 203.90, 34.77, 206.85 kJ/mol.